ORCA calculation (ωB97M-V with the def2-TZVPD basis set) on a structure of composition C19H26BrInNOS2Si2 in a non-equilibrium geometry.

Results
- relative energy (zero: lowest compared OMol25 entry of this formula, charge and spin) (kcal per mole) = 0.0
- E (eV) = -136310.348
- charge = -1
- E_HOMO (Ha) = -0.17605
- frontier orbital gap (eV) = 7.5

Last column: Löwdin charge in e.
Atoms and positions in Å:
1 In 2.37 0.66 -0.08  0.08
2 O 5.21 -0.58 4.65  0.05
3 C 3.98 -0.40 4.09  -0.33
4 C 2.82 -0.56 4.80  -0.05
5 C 1.64 -0.31 4.16  -0.18
6 N 1.54 -0.03 2.88  0.01
7 C 2.62 0.06 2.10  -0.33
8 Br 4.62 1.82 -0.32  -0.02
9 C 3.85 -0.13 2.72  -0.07
10 H 5.03 -0.73 5.59  0.09
11 H 2.86 -0.76 5.89  0.11
12 H 0.73 -0.29 4.70  0.09
13 H 4.78 0.01 2.11  0.08
14 C 2.45 -1.48 -3.09  -0.25
15 Si 1.86 0.20 -2.50  0.40
16 C 2.69 1.51 -3.58  -0.22
17 C 0.01 0.16 -2.90  -0.30
18 C -0.23 0.25 -4.26  -0.13
19 C -1.49 0.45 -4.85  -0.11
20 C -2.56 0.71 -4.05  -0.10
21 C -2.33 0.71 -2.65  -0.10
22 C -1.09 0.46 -2.04  -0.29
23 Si -0.92 0.52 -0.11  0.04
24 C -2.03 1.09 2.47  -0.11
25 C -1.23 -1.65 1.74  -0.45
26 H 2.48 -1.62 -4.21  0.04
27 H 1.71 -2.19 -2.71  0.02
28 H 3.47 -1.71 -2.67  0.03
29 H 2.26 1.54 -4.62  0.03
30 H 3.67 1.11 -3.71  0.00
31 H 2.70 2.52 -3.16  0.03
32 H 0.67 0.17 -4.87  0.08
33 H -1.59 0.49 -5.92  0.09
34 H -3.56 0.96 -4.36  0.09
35 H -3.12 0.91 -1.97  0.05
36 H -2.65 0.71 3.30  0.09
37 H -2.04 2.17 2.36  0.07
38 H -0.99 0.90 2.70  0.04
39 H -3.18 -1.05 2.37  0.14
40 H -0.88 -1.25 2.68  0.05
41 H -1.37 -2.71 1.86  0.06
42 C -3.70 1.06 0.63  -0.11
43 C -2.41 0.41 1.14  -0.59
44 S 0.30 2.18 0.22  0.26
45 C -2.60 -1.06 1.42  -0.47
46 C -3.38 -1.75 0.35  -0.07
47 S -0.06 -1.41 0.32  0.67
48 H -3.59 2.07 0.17  0.09
49 H -4.49 1.03 1.41  0.09
50 H -4.16 0.59 -0.26  0.05
51 H -4.32 -1.34 0.24  0.04
52 H -3.54 -2.81 0.40  0.08
53 H -2.82 -1.59 -0.58  0.08